Entry 1:
Here is the ion C5H9N2S2 with charge +1 from OMol25. Energies are from ωB97M-V with the def2-TZVPD basis set.

Each line ends with the Löwdin charge.
Cartesian coordinates (Å):
C (-0.53231, -1.13802, -1.17735)  -0.088
C (0.57171, 1.09738, 0.17641)  -0.571
C (0.30596, -0.17361, -1.96069)  -0.105
C (1.17868, 0.79577, -1.07693)  -0.270
C (-0.51850, -0.60265, 1.08249)  -0.772
N (-0.93563, -1.27496, 0.01191)  0.065
N (-1.39303, 0.13195, 1.81844)  0.047
S (0.53532, 2.50480, 0.96383)  0.990
S (0.91338, -1.26848, 2.03092)  0.805
H (-1.12548, -1.81655, -1.84993)  0.147
H (0.99039, -0.63917, -2.56410)  0.092
H (-0.43412, 0.56707, -2.42490)  0.165
H (1.56821, 1.63414, -1.80054)  0.160
H (2.06945, 0.20832, -0.90269)  0.128
H (-2.37927, 0.36570, 1.49145)  0.178
H (-0.38532, 1.92529, 1.92817)  -0.045
H (-1.16248, 0.30455, 2.78497)  0.089
H (0.73304, -2.62153, 1.46854)  -0.015

The value obtained for the LUMO energy is -0.164 Eh. As for the total charge: +1. The relative energy (zero: lowest compared OMol25 entry of this formula, charge and spin) is 4.527 eV. Its strongest force on any atom is 0.10174 hartree/bohr.

---

Entry 2:
Here is the molecule C5H9N3 from OMol25. Energies are from ωB97M-V with the def2-TZVPD basis set.

Each line ends with the Löwdin charge.
Cartesian coordinates (Å):
N (2.37206, 1.15709, 0.09336)  -0.024
N (2.79363, -0.11521, -0.15793)  -0.066
C (1.87326, -0.96385, -0.18238)  -0.202
C (0.46488, -0.42309, -0.19183)  -0.111
C (-0.58109, -0.67449, 0.64268)  -0.078
C (-1.94111, -0.20865, 0.61003)  -0.356
C (-2.61938, -0.15242, -0.68816)  -0.164
N (-2.09647, 1.06013, -0.09144)  0.032
H (1.45686, 1.22708, 0.62273)  0.104
H (3.17369, 1.76636, 0.26706)  0.089
H (2.06238, -1.98602, -0.46310)  0.096
H (0.31021, 0.21973, -1.05156)  0.108
H (-0.55437, -1.60266, 1.20834)  0.110
H (-2.57635, -0.42832, 1.44076)  0.130
H (-1.96843, -0.42856, -1.52643)  0.104
H (-3.62316, -0.49329, -0.88765)  0.104
H (-2.94481, 1.54662, 0.33994)  0.125

As for the SMILES: N/N=C\C=C\[C@@H]1CN1. The value obtained for the LUMO energy is 0.034 Eh. The relative energy (zero: lowest compared OMol25 entry of this formula, charge and spin) is 4.040 eV. Its strongest force on any atom is 0.07330 hartree/bohr.

---

Entry 3:
Here is the molecule C5H9N3 from OMol25. Energies are from ωB97M-V with the def2-TZVPD basis set.

Each line ends with the Löwdin charge.
Cartesian coordinates (Å):
C (0.18848, -1.28814, -1.08267)  -0.146
C (0.15414, 0.24613, -0.94684)  -0.312
C (1.68304, 0.67446, -1.05991)  -0.084
N (-0.51764, 0.35983, 0.45239)  -0.123
C (-0.17327, -0.17432, 1.67691)  -0.189
N (-1.14926, 0.05929, 2.52468)  0.031
C (-2.00326, 0.86282, 1.83782)  -0.295
N (-1.58772, 1.22530, 0.69103)  0.070
H (1.01833, -1.94525, -0.76385)  0.052
H (0.18176, -1.71420, -2.25350)  0.119
H (-0.87811, -1.85012, -0.67660)  0.143
H (-0.75855, 0.57040, -1.35073)  0.106
H (2.11036, 0.56628, -2.08699)  0.059
H (1.79940, 1.90928, -1.11643)  0.117
H (2.39283, 0.15594, -0.20579)  0.130
H (0.57320, -1.01855, 2.10959)  0.172
H (-3.03372, 1.36085, 2.25088)  0.152

As for the SMILES: CC(C)n1cncn1. The value obtained for the LUMO energy is 0.029 Eh. The relative energy (zero: lowest compared OMol25 entry of this formula, charge and spin) is 4.123 eV. Its strongest force on any atom is 0.12199 hartree/bohr.

---

Entry 4:
Here is the molecule C5H9N3 from OMol25. Energies are from ωB97M-V with the def2-TZVPD basis set.

Each line ends with the Löwdin charge.
Cartesian coordinates (Å):
C (0.24299, -0.96252, -2.34328)  -0.075
C (0.19384, -0.30583, -0.99968)  -0.290
C (1.19429, 0.45833, -0.53170)  -0.136
N (1.17219, 1.09405, 0.68149)  0.082
C (0.18613, 0.77812, 1.45468)  -0.517
N (0.05935, 1.32173, 2.68679)  0.119
N (-0.80816, -0.10685, 1.19381)  0.062
C (-1.03938, -0.52331, -0.17503)  -0.155
H (-0.12450, -1.99225, -2.28490)  0.074
H (-0.37995, -0.41301, -3.05602)  0.078
H (1.26324, -1.00374, -2.73929)  0.077
H (2.08706, 0.63333, -1.12597)  0.108
H (0.89166, 1.86362, 2.89950)  0.101
H (-0.09156, 0.61872, 3.39865)  0.099
H (-1.65666, 0.07632, 1.71201)  0.137
H (-1.31691, -1.58248, -0.17106)  0.116
H (-1.87362, 0.04577, -0.60001)  0.122

As for the SMILES: CC1=CN=C(N)NC1. The value obtained for the LUMO energy is 0.032 Eh. The relative energy (zero: lowest compared OMol25 entry of this formula, charge and spin) is 0.356 eV. Its strongest force on any atom is 0.03812 hartree/bohr.

---

Entry 5:
Here is the molecule C5H9N3 from OMol25. Energies are from ωB97M-V with the def2-TZVPD basis set.

Each line ends with the Löwdin charge.
Cartesian coordinates (Å):
H (0.50959, -2.24556, 1.26536)  0.042
N (0.83449, -1.30294, 1.52755)  0.135
C (0.63180, -0.42819, 0.60689)  -0.430
C (1.01552, 0.92640, 1.11602)  -0.152
N (1.31764, 1.89894, 1.64144)  0.156
N (-0.04154, -0.49700, -0.57110)  -0.161
C (-0.40077, -1.85457, -1.01922)  -0.051
C (-0.52880, 0.58173, -1.42358)  -0.204
C (-1.87720, 1.19017, -0.91525)  -0.060
H (-1.08655, -2.29791, -0.28344)  0.083
H (-0.82941, -1.83683, -2.04873)  0.096
H (0.56443, -2.52033, -0.93958)  0.124
H (0.20149, 1.45015, -1.56978)  0.139
H (-0.58270, 0.06577, -2.36510)  0.087
H (-1.68137, 2.04343, -0.24968)  0.075
H (-2.50269, 0.44351, -0.49124)  0.060
H (-2.41028, 1.71149, -1.69216)  0.061

As for the SMILES: [H]/N=C(/C#N)N(C)CC. The value obtained for the LUMO energy is 0.022 Eh. The relative energy (zero: lowest compared OMol25 entry of this formula, charge and spin) is 1.719 eV. Its strongest force on any atom is 0.04171 hartree/bohr.

---

Entry 6:
Here is the molecule C5H9N3 from OMol25. Energies are from ωB97M-V with the def2-TZVPD basis set.

Each line ends with the Löwdin charge.
Cartesian coordinates (Å):
C (2.26156, 2.26867, -0.36974)  -0.031
N (1.82224, 1.07357, -0.22292)  -0.144
N (0.90648, 0.81380, -1.18324)  -0.058
C (-0.02690, -0.07298, -1.16999)  -0.116
C (-0.78291, -0.71004, -0.12900)  -0.280
C (-1.98138, -1.49479, -0.61451)  -0.089
C (-0.52107, -0.69280, 1.20966)  -0.144
N (0.54430, -0.16153, 1.84571)  0.093
H (3.00635, 2.60374, 0.33619)  0.056
H (1.53245, 2.60020, -1.28713)  0.130
H (-0.36600, -0.30990, -2.17455)  0.112
H (-1.67505, -2.28397, -1.30222)  0.075
H (-2.69525, -0.85408, -1.13525)  0.075
H (-2.50569, -1.96583, 0.21497)  0.068
H (-1.21381, -1.20900, 1.86423)  0.117
H (1.22750, 0.36373, 1.28890)  0.043
H (0.46720, 0.03124, 2.82891)  0.093

As for the SMILES: C=N/N=C\C(C)=C/N. The value obtained for the LUMO energy is 0.018 Eh. The relative energy (zero: lowest compared OMol25 entry of this formula, charge and spin) is 3.362 eV. Its strongest force on any atom is 0.06709 hartree/bohr.

---

Entry 7:
Here is a structure of composition C5H9N3 from OMol25. Energies are from ωB97M-V with the def2-TZVPD basis set.

Each line ends with the Löwdin charge.
Cartesian coordinates (Å):
C (1.23099, -1.12057, -0.28473)  -0.216
C (1.02992, -0.25796, -1.50389)  -0.151
C (0.24096, 0.71275, -0.54692)  -0.377
C (-1.73274, 1.15572, 0.33908)  -0.234
C (-0.04780, -0.62149, 0.14670)  -0.404
H (1.19738, -2.30972, -0.54751)  0.140
H (2.28118, -1.17948, 0.40165)  0.181
H (0.30518, -0.59922, -2.22864)  0.103
H (1.96756, 0.12697, -2.08499)  0.130
H (1.12966, 1.23471, 0.03413)  0.175
H (-2.79298, 1.57956, 0.32469)  0.142
H (-2.07291, 0.48665, 2.22597)  0.110
H (0.82101, 0.42140, 1.53524)  0.153
H (-1.02910, -1.11194, -0.20470)  0.189
N (-0.99187, 1.26123, -0.71856)  0.049
N (-1.42362, 0.46639, 1.47150)  -0.020
N (-0.11283, -0.24502, 1.64100)  0.029

The value obtained for the LUMO energy is 0.038 Eh. The relative energy (zero: lowest compared OMol25 entry of this formula, charge and spin) is 5.765 eV. Its strongest force on any atom is 0.15246 hartree/bohr.

---

Entry 8:
Here is a structure of composition C5H9N3 from OMol25. Energies are from ωB97M-V with the def2-TZVPD basis set.

Each line ends with the Löwdin charge.
Cartesian coordinates (Å):
C (1.13668, 1.22827, -0.59116)  -0.196
C (-0.59387, 0.79950, -1.47967)  -0.227
C (0.03632, 0.17192, -0.08167)  -0.337
C (-0.91729, 0.04792, 1.05723)  -0.178
C (0.59656, -1.36944, -0.14166)  -0.063
H (1.80721, 0.46075, -1.44697)  0.160
H (1.97354, 1.65257, 0.18044)  0.135
H (0.27993, 2.43829, -2.32353)  0.145
H (-1.75215, 0.74455, -1.59688)  0.125
H (-0.20959, 0.34306, -2.45983)  0.112
H (-1.77641, -0.36658, 0.53379)  0.102
H (-0.97187, 0.91008, 1.90154)  0.171
H (-1.12526, -1.60644, 2.60142)  0.151
H (0.98141, -1.98539, -1.03026)  0.115
N (0.12372, 2.06209, -1.30392)  -0.085
N (-0.41540, -1.10573, 1.91346)  -0.122
N (0.18351, -2.07920, 0.97072)  -0.007

The value obtained for the LUMO energy is 0.030 Eh. The relative energy (zero: lowest compared OMol25 entry of this formula, charge and spin) is 5.955 eV. Its strongest force on any atom is 0.09889 hartree/bohr.

---

Entry 9:
Here is the molecule C5H9N3 from OMol25. Energies are from ωB97M-V with the def2-TZVPD basis set.

Each line ends with the Löwdin charge.
Cartesian coordinates (Å):
N (2.21264, 1.40149, -0.17879)  -0.014
C (1.50005, 0.87779, 1.00914)  -0.270
C (0.94778, -0.56719, 0.78526)  -0.147
C (-0.27413, -0.50295, -0.05237)  -0.297
C (-1.41483, -1.20729, 0.24998)  -0.065
N (-2.39908, -0.82312, -0.66361)  0.038
C (-1.87273, 0.25986, -1.31068)  -0.205
N (-0.63470, 0.48480, -0.97156)  0.092
H (2.42866, 0.72512, -0.90411)  0.057
H (1.45909, 1.91170, -0.62368)  0.039
H (1.99015, 0.98848, 1.97952)  0.094
H (0.62661, 1.52789, 1.10622)  0.098
H (0.57360, -0.95300, 1.73471)  0.107
H (1.73715, -1.20464, 0.40662)  0.106
H (-1.59710, -2.12014, 0.79467)  0.112
H (-3.01688, -1.46110, -1.12927)  0.139
H (-2.26627, 0.66230, -2.23206)  0.115

As for the SMILES: NCCc1c[nH]cn1. The value obtained for the LUMO energy is 0.031 Eh. The relative energy (zero: lowest compared OMol25 entry of this formula, charge and spin) is 1.021 eV. Its strongest force on any atom is 0.04584 hartree/bohr.

---

Entry 10:
Here is the ion C5H9N3 with charge +1 from OMol25. Energies are from ωB97M-V with the def2-TZVPD basis set.

Each line ends with the Löwdin charge.
Cartesian coordinates (Å):
C (0.36129, -1.72390, 0.13507)  -0.267
C (0.75889, -0.44134, 0.83958)  -0.107
C (-0.13847, 0.66989, 0.49634)  -0.133
C (-0.91065, 1.57078, 1.27478)  0.027
N (-1.53055, 2.46127, 0.51123)  0.144
C (-1.15325, 2.16484, -0.72176)  -0.026
N (-0.38529, 1.02031, -0.80349)  0.173
N (0.64957, -1.69350, -1.28852)  0.018
H (-0.72831, -1.87182, 0.23405)  0.127
H (0.67504, -2.62946, 0.64681)  0.123
H (0.79799, -0.57560, 1.91970)  0.136
H (1.82759, -0.23426, 0.66280)  0.151
H (-1.19572, 1.54892, 2.31788)  0.148
H (-1.54476, 2.64482, -1.60076)  0.153
H (0.41513, 0.96428, -1.42213)  0.176
H (1.54881, -1.29027, -1.44815)  0.065
H (0.55269, -2.58497, -1.75342)  0.093

Its spin multiplicity is 2. The value obtained for the LUMO energy (alpha / beta) is -0.150 / -0.288 Eh. As for the total charge: +1. Its expectation value of S² is 0.761. The relative energy (zero: lowest compared OMol25 entry of this formula, charge and spin) is 0.288 eV. Its strongest force on any atom is 0.04122 hartree/bohr.